#one
Molecular formula: C4H10S2
Method: DFT, ωB97M-V/def2-TZVPD

Each line ends with the Mulliken charge.
Cartesian coordinates (Å):
C: -2.853 -0.443 0.128  -0.83
C: 0.025 -0.326 0.100  -0.04
C: -0.058 1.065 -0.596  -1.21
C: 2.855 -0.410 0.235  -0.89
H: -3.795 -0.950 -0.089  0.32
H: -2.971 0.554 -0.308  0.27
H: -2.776 -0.280 1.238  0.27
H: 0.069 -0.215 1.196  0.30
H: -0.035 0.968 -1.685  0.30
H: 0.874 1.646 -0.295  0.33
H: -0.915 1.616 -0.262  0.40
H: 2.956 0.555 -0.268  0.27
H: 3.710 -1.060 0.119  0.31
H: 2.810 -0.093 1.243  0.35
S: -1.357 -1.337 -0.316  -0.09
S: 1.459 -1.289 -0.438  -0.06

As for the molecular weight: 122.26 u. Its HOMO-LUMO gap is 9.435 eV. The value obtained for the HOMO energy is -8.539 eV.

---

#two
Molecular formula: C4H10S2
Method: DFT, ωB97M-V/def2-TZVPD

Each line ends with the Mulliken charge.
Cartesian coordinates (Å):
C: 0.059 2.807 -0.581  -1.00
C: 0.928 1.623 -0.952  -0.44
S: -0.034 0.201 -1.536  -0.10
S: -1.139 -0.207 0.184  -0.12
C: -0.951 -2.002 0.290  -0.46
C: 0.108 -2.425 1.290  -0.94
H: 0.626 3.684 -0.274  0.35
H: -0.611 3.027 -1.417  0.29
H: -0.562 2.526 0.272  0.28
H: 1.642 1.842 -1.748  0.35
H: 1.536 1.301 -0.106  0.28
H: -0.784 -2.495 -0.662  0.35
H: -1.953 -2.346 0.560  0.31
H: 0.209 -3.507 1.374  0.33
H: 1.065 -1.985 1.017  0.26
H: -0.137 -2.044 2.288  0.28

As for the molecular weight: 122.26 u. Its HOMO-LUMO gap is 8.863 eV. The SMILES is CCSSCC. The value obtained for the HOMO energy is -8.142 eV.

---

Least stable: #one